1.
# C12H36FNaO16P4

A molecular structure, C12H36FNaO16P4 at a distorted geometry (wB97M-V/def2-TZVPD, OMol25).

Net charge: 0
Electronic energy, Eh: -3310.71376

XYZ file:
```
70
Properties=species:S:1:pos:R:3:mulliken_charge:R:1
H -1.441 -2.548 3.329 -0.010
O 1.762 -1.978 -0.878 0.069
C 3.321 0.930 -0.755 -0.793
H 4.831 -3.333 -2.456 0.276
H 2.304 -5.552 0.477 0.308
O -3.186 0.655 -1.922 -0.243
O -0.842 0.139 -1.147 1.150
P -1.761 1.181 -1.583 -0.495
P 1.886 -3.044 -1.872 0.400
C -1.998 -2.335 4.252 -0.269
H -0.448 2.011 -4.728 0.298
O -4.077 0.598 3.058 -0.385
H 0.734 -5.307 -0.305 0.232
O 2.687 3.266 2.185 -0.378
H 1.493 4.048 0.659 0.225
H 1.430 -4.001 0.627 0.175
O -2.820 -1.164 4.161 -0.438
H 2.860 1.074 -1.730 0.299
F -0.233 -2.881 1.643 -0.969
H -3.907 -2.212 0.012 0.300
H -1.268 -2.183 5.046 0.249
H 4.403 0.904 -0.883 0.364
H -4.883 2.118 1.937 0.246
H -4.142 0.986 -3.717 0.244
P 2.743 1.796 1.624 1.058
O -3.882 -1.628 1.997 -0.341
C 5.294 2.095 2.007 -0.732
C -0.471 1.366 -3.851 -0.503
O 2.925 -2.808 -3.019 -0.341
H 4.680 -1.882 -3.481 0.232
O 4.124 1.278 2.183 -0.329
C -0.944 2.951 0.104 -0.744
H 2.953 -0.013 -0.351 0.303
H -1.414 -3.307 -2.873 0.355
O 2.936 2.040 0.075 -0.309
H -0.656 -1.728 -2.768 0.035
H -3.135 1.999 1.841 -0.278
H -5.086 1.352 -2.214 0.297
C -3.984 1.897 2.520 -0.117
Na 0.224 -0.800 0.813 0.866
H -0.058 2.313 0.082 0.223
H -3.680 -0.479 0.259 -0.270
O -1.264 1.987 -2.848 -0.311
P -3.035 -0.541 2.759 0.258
O 2.363 -4.406 -1.243 -0.444
C 4.262 -2.425 -2.639 -0.581
C -0.647 -2.735 -2.357 -0.320
H -3.913 2.631 3.323 0.309
O -1.788 -0.150 2.100 0.368
H -0.801 -2.683 -1.284 0.220
H -1.221 3.107 1.144 0.247
H 5.473 2.673 2.909 0.258
H 2.277 5.222 1.799 0.321
H -2.606 -3.203 4.510 0.248
H -5.265 -1.210 0.515 0.288
O 1.644 0.901 1.965 -0.596
H 6.125 1.409 1.851 0.252
H 4.241 -1.782 -1.762 0.185
H -0.727 3.912 -0.363 0.393
C 1.684 -4.831 -0.045 -0.479
C 1.798 4.254 1.684 -0.506
H 0.882 4.280 2.285 0.218
H -3.839 2.454 -2.767 0.366
C -4.124 1.401 -2.714 -0.817
H 5.213 2.739 1.132 0.339
H -0.914 0.427 -4.195 0.295
H 0.547 1.190 -3.508 0.057
O -2.048 2.330 -0.560 -0.276
O 0.598 -3.399 -2.680 -0.384
C -4.188 -1.367 0.637 -0.170
```

---

2.
# C12H36KO16P4

A molecular structure, C12H36KO16P4 at a distorted geometry (wB97M-V/def2-TZVPD, OMol25).

Net charge: +1
Electronic energy, Eh: -3648.13016

XYZ file:
```
69
Properties=species:S:1:pos:R:3:mulliken_charge:R:1
O -12.420 18.161 24.989 -0.295
H -6.870 24.259 30.128 0.307
O -3.165 28.385 20.306 -0.662
O -9.050 23.474 15.418 -0.337
H -5.177 23.800 30.408 0.304
C -0.115 27.184 19.608 -0.646
O -0.547 28.542 19.856 -0.265
H -10.296 16.561 28.080 0.274
C -13.049 19.014 24.005 -0.732
H -13.728 18.388 23.427 0.283
O -5.875 25.651 31.331 -0.217
C -3.088 26.462 31.311 -0.603
H -0.942 26.585 19.225 0.301
H -6.948 28.820 32.633 0.262
H -11.701 15.856 23.984 0.334
H -0.062 31.847 20.145 0.273
C -11.150 16.265 23.137 -0.623
H -4.509 23.193 15.550 0.275
P -7.886 22.496 15.988 1.098
C -5.325 22.472 15.495 -0.730
H -7.675 28.410 31.050 0.306
O -5.539 28.231 31.175 -0.313
H -3.453 30.843 17.681 0.266
P -10.760 18.122 24.968 1.019
C -3.428 29.759 17.569 -0.708
O -7.627 22.719 17.407 -0.679
H -10.764 18.167 27.855 0.332
H -1.099 32.208 18.765 0.264
K -7.898 25.293 23.174 1.000
H -2.117 26.952 31.241 0.256
H 0.696 27.251 18.883 0.262
C -9.543 23.420 14.076 -0.620
H -9.246 20.594 17.371 0.330
H 0.266 26.673 20.492 0.255
H -9.323 22.461 13.607 0.329
H -6.374 23.665 31.643 0.287
H -9.135 24.256 13.508 0.248
O -3.821 26.629 30.146 -0.361
C -6.821 28.863 31.552 -0.621
O -10.412 17.009 26.074 -0.272
O -10.052 19.435 25.118 -0.686
H -12.397 19.510 23.286 0.320
P -5.478 26.808 30.318 0.998
O -10.381 17.382 23.560 -0.341
H -9.177 19.229 16.279 0.262
H -10.617 23.564 14.197 0.241
O -1.784 30.700 20.038 -0.392
H -5.299 22.061 16.504 0.306
C -0.728 31.406 19.403 -0.629
C -9.313 20.310 16.321 -0.699
H -11.842 16.468 22.321 0.244
O -6.621 22.875 15.074 -0.313
H -2.822 25.406 31.367 0.234
O -8.334 20.994 15.533 -0.279
C -10.889 17.180 27.407 -0.685
O -6.310 26.830 29.076 -0.685
H -5.090 21.631 14.843 0.290
H -3.620 26.898 32.156 0.327
H -3.679 29.426 16.562 0.263
H -0.108 30.745 18.797 0.313
H -10.387 15.559 22.811 0.265
H -13.673 19.799 24.433 0.292
O -2.156 29.213 18.002 -0.263
H -6.719 29.913 31.277 0.243
H -4.240 29.398 18.201 0.329
P -2.036 29.095 19.623 1.036
C -6.040 24.313 30.832 -0.726
H -11.910 16.816 27.514 0.272
H -10.328 20.560 16.010 0.277
```